1.
Formula: C4H11N2O
Source: OMol25
Level of theory: ωB97M-V/def2-TZVPD

Summary:
- 2S+1 = 2
- expectation value of S² = 0.759
- E_LUMO (spin up / spin down) (eV) = 7.2 / 7.1
- E_HOMO (spin up / spin down) (eV) = 2.0 / 1.9
- energy (Eh) = -343.4304
- ΔE to the lowest compared entry with this formula, charge and spin (kcal/mol) = 99.1
- total charge = -2

Each line ends with the Löwdin spin population.
CARTESIAN COORDINATES (ANGSTROEM)
1 C -0.76 -0.55 0.83  0.079
2 N -0.63 0.82 -0.05  0.093
3 C 0.01 -0.32 2.16  0.098
4 C 1.47 -0.42 1.75  0.013
5 N -0.82 -1.46 2.41  0.684
6 C -0.43 0.45 -3.07  0.001
7 O 0.66 1.01 -2.49  0.006
8 H -1.85 -0.61 0.80  0.013
9 H -0.26 -1.28 0.20  -0.003
10 H -0.11 1.10 -0.95  0.008
11 H -0.24 1.48 0.62  0.001
12 H -0.21 0.52 2.85  0.001
13 H 1.60 -1.43 1.34  0.001
14 H 1.79 0.07 0.82  -0.002
15 H 2.21 -0.36 2.57  0.007
16 H -0.12 -0.07 -4.02  0.000
17 H -1.05 -0.15 -2.38  0.000
18 H -1.26 1.19 -3.40  0.000

2.
Formula: C22H66O11
Source: OMol25
Level of theory: ωB97M-V/def2-TZVPD

Summary:
- 2S+1 = 1
- E_LUMO (eV) = 0.4
- E_HOMO (eV) = -9.4
- energy (Eh) = -1705.3184
- ΔE to the lowest compared entry with this formula, charge and spin (kcal/mol) = 61.5
- total charge = 0

Each line ends with the Löwdin charge.
CARTESIAN COORDINATES (ANGSTROEM)
1 C 0.53 -27.01 -2.18  -0.089
2 C -0.94 -27.35 -2.07  -0.327
3 O -1.25 -28.51 -2.85  -0.090
4 H 1.15 -27.87 -1.93  0.075
5 H 0.69 -26.14 -1.54  0.066
6 H 0.82 -26.73 -3.20  0.070
7 H -1.54 -26.50 -2.42  0.092
8 H -1.19 -27.57 -1.03  0.095
9 H -1.30 -28.27 -3.79  0.039
10 C -5.96 -32.63 -0.60  -0.084
11 C -6.66 -31.33 -0.97  -0.313
12 O -5.73 -30.48 -1.66  -0.103
13 H -5.60 -33.10 -1.52  0.075
14 H -6.66 -33.31 -0.10  0.072
15 H -5.09 -32.47 0.04  0.052
16 H -7.07 -30.82 -0.10  0.104
17 H -7.46 -31.54 -1.69  0.104
18 H -5.79 -29.61 -1.24  0.026
19 C -1.01 -26.91 2.14  -0.094
20 C 0.46 -26.85 1.78  -0.302
21 O 0.74 -25.58 1.19  -0.086
22 H -1.35 -26.09 2.78  0.068
23 H -1.24 -27.85 2.66  0.075
24 H -1.67 -26.85 1.27  0.048
25 H 0.60 -27.65 1.04  0.101
26 H 1.06 -27.00 2.68  0.111
27 H 1.59 -25.28 1.51  0.077
28 C -9.41 -28.22 -1.32  -0.082
29 C -10.84 -27.80 -1.53  -0.324
30 O -11.66 -28.96 -1.66  -0.080
31 H -8.78 -27.33 -1.28  0.052
32 H -9.01 -28.92 -2.05  0.084
33 H -9.28 -28.61 -0.31  0.072
34 H -10.96 -27.17 -2.42  0.109
35 H -11.21 -27.21 -0.67  0.103
36 H -12.58 -28.75 -1.49  0.075
37 C -4.75 -25.43 2.04  -0.079
38 C -4.87 -25.08 3.53  -0.301
39 O -3.76 -25.56 4.26  -0.078
40 H -5.03 -26.48 1.89  0.063
41 H -3.73 -25.32 1.67  0.067
42 H -5.39 -24.80 1.42  0.066
43 H -5.80 -25.51 3.93  0.097
44 H -4.90 -23.99 3.64  0.111
45 H -3.85 -26.51 4.42  0.085
46 C -9.87 -25.15 1.90  -0.072
47 C -8.37 -25.38 2.01  -0.288
48 O -8.06 -26.66 1.44  -0.103
49 H -10.21 -25.20 0.87  0.055
50 H -10.14 -24.16 2.27  0.081
51 H -10.38 -25.91 2.49  0.078
52 H -8.07 -25.43 3.06  0.105
53 H -7.79 -24.58 1.56  0.097
54 H -8.40 -27.35 2.01  0.101
55 C -3.99 -29.83 1.42  -0.080
56 C -3.46 -30.94 2.30  -0.313
57 O -3.41 -30.49 3.67  -0.097
58 H -5.01 -29.57 1.68  0.071
59 H -3.99 -30.19 0.39  0.072
60 H -3.34 -28.96 1.46  0.061
61 H -2.45 -31.22 2.00  0.110
62 H -4.06 -31.85 2.28  0.102
63 H -3.25 -31.26 4.23  0.070
64 C -4.32 -26.84 -1.28  -0.075
65 C -5.81 -26.98 -1.17  -0.288
66 O -6.12 -27.99 -0.19  -0.122
67 H -3.99 -25.96 -1.84  0.055
68 H -3.85 -27.71 -1.76  0.081
69 H -3.88 -26.79 -0.29  0.058
70 H -6.25 -27.25 -2.14  0.115
71 H -6.30 -26.06 -0.83  0.095
72 H -6.75 -27.58 0.41  0.034
73 C -5.45 -24.02 -3.27  -0.102
74 C -5.60 -22.63 -3.88  -0.307
75 O -4.81 -21.74 -3.09  -0.077
76 H -6.11 -24.76 -3.73  0.081
77 H -5.70 -23.93 -2.21  0.069
78 H -4.43 -24.39 -3.35  0.048
79 H -6.65 -22.33 -3.84  0.104
80 H -5.25 -22.67 -4.92  0.109
81 H -4.59 -20.98 -3.64  0.080
82 C -8.86 -24.21 -1.57  -0.080
83 C -9.42 -22.81 -1.62  -0.317
84 O -10.08 -22.66 -2.88  -0.078
85 H -8.21 -24.26 -0.69  0.062
86 H -8.29 -24.42 -2.48  0.068
87 H -9.66 -24.95 -1.56  0.064
88 H -8.68 -22.02 -1.44  0.110
89 H -10.15 -22.67 -0.81  0.106
90 H -10.51 -21.81 -2.93  0.082
91 C -2.93 -26.18 -5.03  -0.088
92 C -2.78 -27.22 -6.11  -0.296
93 O -1.86 -28.22 -5.67  -0.083
94 H -3.40 -26.58 -4.13  0.061
95 H -3.62 -25.39 -5.34  0.070
96 H -1.97 -25.70 -4.83  0.086
97 H -2.44 -26.73 -7.02  0.112
98 H -3.74 -27.70 -6.34  0.115
99 H -1.70 -28.80 -6.42  0.095

3.
Formula: C4H6CsO3
Source: OMol25
Level of theory: ωB97M-V/def2-TZVPD

Summary:
- 2S+1 = 2
- expectation value of S² = 0.755
- E_LUMO (spin up / spin down) (eV) = -7.8 / -10.3
- E_HOMO (spin up / spin down) (eV) = -18.7 / -18.8
- energy (Eh) = -401.1353
- ΔE to the lowest compared entry with this formula, charge and spin (kcal/mol) = 0.0
- total charge = +2

Each line ends with the Löwdin spin population.
CARTESIAN COORDINATES (ANGSTROEM)
1 H -2.77 0.72 1.10  0.031
2 O -0.90 0.68 -0.19  0.196
3 C 0.41 0.11 -0.11  0.026
4 O 0.57 -1.07 -0.24  0.007
5 Cs 2.25 -4.84 -0.07  0.001
6 O 1.20 1.07 0.14  0.008
7 C 2.63 0.83 0.13  0.001
8 H 2.89 0.19 0.98  0.000
9 H 2.90 0.38 -0.83  0.000
10 H 3.07 1.82 0.23  0.000
11 C -1.90 0.07 0.29  0.580
12 C -3.20 0.18 -0.24  0.116
13 H -3.26 0.44 -1.31  0.031
14 H -3.90 -0.58 0.12  0.003

4.
Formula: C3H11NO3
Source: OMol25
Level of theory: ωB97M-V/def2-TZVPD

Summary:
- 2S+1 = 2
- expectation value of S² = 1.756
- E_LUMO (spin up / spin down) (eV) = -7.2 / -7.8
- E_HOMO (spin up / spin down) (eV) = -14.3 / -14.3
- energy (Eh) = -400.8055
- ΔE to the lowest compared entry with this formula, charge and spin (kcal/mol) = 154.7
- total charge = +1

Each line ends with the Löwdin spin population.
CARTESIAN COORDINATES (ANGSTROEM)
1 C -0.04 -1.21 0.46  0.094
2 C -0.12 0.23 1.02  0.087
3 C -0.08 1.18 -0.23  0.022
4 O 0.93 0.87 -1.23  0.021
5 N -0.71 -1.43 -0.83  0.686
6 H -0.69 -1.75 1.14  0.027
7 H 0.97 -1.43 0.37  0.000
8 H 0.68 0.40 1.72  0.006
9 H -1.03 0.48 1.58  0.003
10 H -1.02 1.00 -0.84  0.011
11 H -0.29 -1.09 -1.70  0.021
12 H -1.63 -0.88 -0.57  0.011
13 H 1.80 0.70 -0.66  0.000
14 H -0.01 2.25 -0.01  0.004
15 O 2.61 0.23 0.41  -0.939
16 H 3.60 0.08 0.50  -0.014
17 H -3.62 -0.07 0.39  0.010
18 O -2.59 0.04 0.37  0.950